11
Properties=species:S:1:pos:R:3:mulliken_charge:R:1 method="wB97M-V/def2-TZVPD" gap_ev="8.57 / 8.57" homo_ev="-15.45 / -15.45" total_energy_ha=-342.43960 charge=+1
C 0.655 -1.033 -0.190 -0.05
C -0.114 0.125 -0.459 0.45
C -1.302 0.459 0.376 -1.06
O 1.371 1.221 -0.187 -0.27
O 2.298 0.362 0.300 0.12
O 1.877 -0.895 0.186 0.02
H 0.430 -2.195 -0.263 0.38
H -0.386 0.403 -1.488 0.33
H -1.962 -0.197 -0.040 0.38
H -1.725 1.493 0.268 0.34
H -1.141 0.257 1.498 0.34